[1]
31
Properties=species:S:1:pos:R:3 method="wB97M-V/def2-TZVPD" charge=0 smiles="O=[N+]([O-])c1cc([N+](=O)[O-])c2nnnn2c1.Cc1cccnc1" lumo_energy_ha=-0.0646 e_homo_ha=-0.3639 total_energy_ha=-1108.55424
O 0.80340 -4.71889 0.02586
N -0.28306 -4.14480 -0.15029
O -1.07414 -4.46456 -1.06971
C -0.70193 -3.02437 0.70588
C -1.87746 -2.33324 0.45195
C -2.18860 -1.14270 1.16168
N -3.48756 -0.54098 1.07551
O -4.33983 -0.98321 0.28107
O -3.71252 0.42062 1.84929
C -1.33677 -0.61381 2.11758
N -0.23141 -1.35745 2.41330
N 0.66237 -1.14750 3.42610
N 1.50744 -2.14983 3.38569
N 1.20879 -3.03083 2.39904
C 0.11450 -2.55019 1.78585
H -2.56720 -2.71115 -0.29203
H -1.63133 0.15401 2.83724
C 1.01445 4.24994 -0.07990
C 0.18225 3.68722 1.03026
C -0.35037 4.53844 1.99683
C -1.13534 4.01823 3.03097
C -1.37312 2.63464 3.06844
N -0.83789 1.82204 2.15180
C -0.09806 2.30909 1.16098
H 1.33413 3.45776 -0.75956
H 0.45005 4.99852 -0.64809
H 1.90203 4.75547 0.31838
H -0.16711 5.60564 1.95858
H -1.57456 4.64599 3.81017
H -2.01073 2.21319 3.85868
H 0.29527 1.59054 0.43777

[2]
5
Properties=species:S:1:pos:R:3 method="wB97M-V/def2-TZVPD" charge=0 lumo_energy_ha=-0.0525 de_lowest_kcal_mol=9.5 e_homo_ha=-0.4380 total_energy_ha=-653.21116
N -0.67517 -1.21487 -0.19812
F 0.89427 1.28039 -1.24350
F -0.31389 -0.39517 2.37397
S -0.45779 -0.09123 0.64050
H 0.55258 0.42087 -1.57285

[3]
71
Properties=species:S:1:pos:R:3 method="wB97M-V/def2-TZVPD" charge=+1 lumo_energy_ha="-0.1012 / -0.1623" de_lowest_kcal_mol=12.6 e_homo_ha="-0.3014 / -0.4055" total_energy_ha=-3025.14978 multiplicity=5
Ir -16.28404 -4.83677 -0.71880
C -16.58508 -1.97641 -2.92650
Si -17.47811 -2.93913 -1.57606
C -18.72468 -1.87596 -0.64571
C -18.56279 -4.29785 -2.31571
C -19.61629 -4.71050 -1.50124
C -20.56674 -5.64045 -1.94765
C -20.52880 -6.04262 -3.28339
C -19.48044 -5.58547 -4.12205
C -18.50172 -4.72192 -3.65220
H -17.30924 -1.37649 -3.52133
H -16.20296 -2.68769 -3.64515
H -15.81041 -1.29379 -2.51004
H -19.51119 -1.65964 -1.35403
H -18.25618 -0.94060 -0.33875
H -19.09346 -2.30022 0.27418
H -19.60786 -4.43288 -0.43816
H -21.29062 -6.07488 -1.27164
H -21.29124 -6.67602 -3.64938
H -19.48576 -5.84220 -5.14378
H -17.68354 -4.40308 -4.31950
C -12.17583 -3.51339 3.66801
C -13.34290 -4.42873 3.30986
C -13.42646 -5.71169 3.67203
C -14.65207 -6.39025 3.33497
N -15.73308 -5.81704 2.76682
C -15.55612 -4.49190 2.34810
S -16.81933 -3.66920 1.53998
N -14.37506 -3.85820 2.62772
C -14.76291 -7.88433 3.46761
H -11.32196 -4.17308 4.02940
H -12.54671 -2.87452 4.49694
H -11.85961 -2.90446 2.76095
H -12.60572 -6.26133 4.12833
H -14.26080 -2.92841 2.21934
H -14.35258 -8.19347 4.42701
H -14.14904 -8.34843 2.67805
H -15.79642 -8.24571 3.38193
C -12.69175 -9.53921 -2.68863
C -12.73190 -8.04206 -2.62542
O -13.51726 -7.66581 -1.48333
P -13.29379 -6.32234 -0.70312
O -14.18927 -6.24392 0.49385
Te -14.15374 -4.59986 -2.26934
O -11.72252 -6.22724 -0.45480
C -11.17905 -5.12155 0.38610
C -9.71584 -5.11806 0.20636
H -12.29252 -9.98414 -3.62097
H -13.67072 -9.99428 -2.54679
H -12.04637 -9.82961 -1.85888
H -13.21221 -7.58005 -3.48054
H -11.72371 -7.64911 -2.58447
H -11.49420 -5.26761 1.45391
H -11.63138 -4.17498 -0.04892
H -9.29959 -6.01483 0.68035
H -9.30146 -4.23642 0.65236
H -9.38384 -5.17833 -0.86487
F -17.40843 -11.60355 -1.20944
C -18.48809 -10.79544 -1.18133
F -19.18394 -10.96092 -2.29830
F -19.24531 -11.16091 -0.16800
C -18.05405 -9.39158 -1.04835
C -17.76810 -8.86109 0.21891
C -17.35451 -7.56155 0.30201
N -17.11489 -6.79264 -0.76645
C -17.35848 -7.29103 -1.95763
C -17.89326 -8.57254 -2.14465
H -17.89188 -9.37369 1.13612
H -17.16035 -7.06145 1.24439
H -17.17137 -6.63640 -2.83961
H -18.11948 -8.84397 -3.17806

Q: What is the charge in the first record?
A: 0